1.
{"formula": "C60H90N6O24", "method": "ωB97M-V/def2-TZVPD", "energy_ha": -4473.733261, "lumo_ev": -0.828, "smiles": "O=[N+]([O-])c1ccccc1.O=[N+]([O-])c1ccccc1.O=[N+]([O-])c1ccccc1.O=[N+]([O-])c1ccccc1.O=[N+]([O-])c1ccccc1.O=[N+]([O-])c1ccccc1.COCCOC.COCCOC.COCCOC.COCCOC.COCCOC.COCCOC", "charge": 0, "orbital_gap_ev": 8.39, "relative_energy_kj_mol": 0.00, "homo_ev": -9.2, "symbols": ["C", "C", "C", "C", "C", "C", "N", "O", "O", "H", "H", "H", "H", "H", "C", "C", "C", "C", "C", "C", "N", "O", "O", "H", "H", "H", "H", "H", "C", "C", "C", "C", "C", "C", "N", "O", "O", "H", "H", "H", "H", "H", "C", "C", "C", "C", "C", "C", "N", "O", "O", "H", "H", "H", "H", "H", "C", "C", "C", "C", "C", "C", "N", "O", "O", "H", "H", "H", "H", "H", "C", "C", "C", "C", "C", "C", "N", "O", "O", "H", "H", "H", "H", "H", "C", "O", "C", "C", "O", "C", "H", "H", "H", "H", "H", "H", "H", "H", "H", "H", "C", "O", "C", "C", "O", "C", "H", "H", "H", "H", "H", "H", "H", "H", "H", "H", "C", "O", "C", "C", "O", "C", "H", "H", "H", "H", "H", "H", "H", "H", "H", "H", "C", "O", "C", "C", "O", "C", "H", "H", "H", "H", "H", "H", "H", "H", "H", "H", "C", "O", "C", "C", "O", "C", "H", "H", "H", "H", "H", "H", "H", "H", "H", "H", "C", "O", "C", "C", "O", "C", "H", "H", "H", "H", "H", "H", "H", "H", "H", "H"], "coordinates": [[-25.438, 0.253, 17.590], [-25.606, 0.190, 18.969], [-24.485, 0.072, 19.764], [-23.229, -0.172, 19.237], [-23.080, -0.113, 17.865], [-24.170, 0.118, 17.032], [-22.131, -0.558, 20.111], [-22.366, -0.683, 21.293], [-21.024, -0.647, 19.617], [-26.306, 0.439, 16.967], [-26.551, 0.365, 19.467], [-24.716, -0.040, 20.818], [-22.110, -0.282, 17.415], [-24.046, 0.197, 15.963], [-20.326, 4.304, 23.286], [-20.008, 3.853, 24.555], [-20.496, 2.615, 24.936], [-21.317, 1.896, 24.086], [-21.650, 2.358, 22.827], [-21.129, 3.578, 22.408], [-21.739, 0.550, 24.479], [-22.782, 0.126, 24.029], [-21.069, -0.059, 25.286], [-19.929, 5.262, 22.968], [-19.371, 4.388, 25.238], [-20.278, 2.248, 25.932], [-22.326, 1.808, 22.184], [-21.397, 4.070, 21.481], [-17.895, 0.574, 24.227], [-18.266, -0.537, 23.468], [-18.228, -0.434, 22.086], [-17.740, 0.714, 21.475], [-17.284, 1.774, 22.241], [-17.531, 1.750, 23.595], [-17.551, 0.782, 20.035], [-17.963, -0.163, 19.386], [-17.031, 1.758, 19.531], [-18.049, 0.553, 25.299], [-18.598, -1.439, 23.963], [-18.573, -1.230, 21.440], [-17.026, 2.697, 21.734], [-17.278, 2.598, 24.221], [-25.446, -2.205, 26.899], [-24.147, -1.769, 26.672], [-23.298, -1.589, 27.749], [-23.760, -1.735, 29.044], [-25.081, -2.072, 29.261], [-25.915, -2.347, 28.195], [-22.871, -1.588, 30.175], [-23.350, -1.581, 31.290], [-21.680, -1.520, 29.946], [-26.094, -2.425, 26.058], [-23.769, -1.758, 25.659], [-22.266, -1.330, 27.544], [-25.475, -2.207, 30.259], [-26.937, -2.651, 28.374], [-15.238, 10.047, 23.895], [-14.868, 8.765, 23.518], [-15.733, 7.702, 23.701], [-16.992, 7.913, 24.231], [-17.420, 9.208, 24.473], [-16.530, 10.252, 24.374], [-17.891, 6.797, 24.471], [-17.390, 5.697, 24.576], [-19.070, 7.031, 24.553], [-14.589, 10.902, 23.766], [-13.961, 8.572, 22.959], [-15.478, 6.694, 23.396], [-18.452, 9.336, 24.777], [-16.831, 11.264, 24.614], [-18.269, 1.596, 28.452], [-19.616, 1.735, 28.769], [-20.225, 2.971, 28.648], [-19.535, 4.005, 28.068], [-18.213, 3.852, 27.659], [-17.576, 2.640, 27.859], [-20.162, 5.325, 27.936], [-21.370, 5.351, 27.861], [-19.437, 6.291, 27.903], [-17.836, 0.652, 28.760], [-20.088, 0.906, 29.268], [-21.234, 3.059, 29.028], [-17.723, 4.714, 27.226], [-16.531, 2.563, 27.591], [-16.771, 7.121, 17.543], [-16.294, 6.841, 18.822], [-16.445, 7.894, 19.739], [-17.783, 7.894, 20.475], [-18.091, 6.689, 21.136], [-18.616, 5.675, 20.319], [-16.211, 7.952, 17.094], [-17.857, 7.255, 17.508], [-16.561, 6.286, 16.869], [-16.474, 8.834, 19.160], [-15.613, 7.922, 20.442], [-18.558, 8.041, 19.703], [-17.858, 8.768, 21.123], [-18.882, 4.843, 20.969], [-17.938, 5.314, 19.543], [-19.528, 6.033, 19.814], [-25.690, 3.506, 20.940], [-25.081, 3.785, 22.170], [-24.661, 5.129, 22.171], [-24.054, 5.617, 23.462], [-24.998, 5.848, 24.471], [-24.496, 6.716, 25.472], [-26.387, 4.292, 20.634], [-26.216, 2.548, 20.969], [-24.995, 3.346, 20.097], [-25.464, 5.859, 21.980], [-23.918, 5.221, 21.365], [-23.557, 6.562, 23.183], [-23.276, 4.946, 23.853], [-23.617, 6.314, 25.986], [-25.298, 6.830, 26.194], [-24.248, 7.659, 24.972], [-22.647, 3.593, 17.724], [-22.023, 2.954, 18.819], [-20.615, 2.950, 18.863], [-19.920, 2.293, 17.691], [-19.967, 2.926, 16.430], [-19.371, 4.212, 16.435], [-22.466, 3.018, 16.810], [-22.194, 4.584, 17.568], [-23.714, 3.700, 17.899], [-20.358, 2.365, 19.748], [-20.270, 3.979, 19.034], [-20.360, 1.303, 17.528], [-18.897, 2.000, 17.966], [-18.341, 4.208, 16.816], [-19.943, 4.856, 17.114], [-19.386, 4.600, 15.422], [-17.090, -6.056, 26.391], [-18.295, -6.114, 27.132], [-19.385, -5.469, 26.520], [-19.599, -4.050, 26.970], [-18.619, -3.226, 26.330], [-18.430, -2.018, 26.997], [-17.004, -6.967, 25.783], [-16.233, -5.973, 27.056], [-17.071, -5.218, 25.690], [-20.262, -6.059, 26.804], [-19.313, -5.491, 25.427], [-19.546, -3.935, 28.057], [-20.584, -3.697, 26.630], [-18.038, -2.045, 28.021], [-19.333, -1.398, 26.901], [-17.673, -1.393, 26.505], [-17.675, 11.665, 21.278], [-18.989, 11.190, 21.075], [-19.818, 11.386, 22.203], [-21.187, 10.830, 21.852], [-21.201, 9.518, 21.353], [-20.817, 8.521, 22.291], [-16.997, 11.064, 20.667], [-17.348, 11.620, 22.317], [-17.568, 12.698, 20.924], [-19.979, 12.435, 22.483], [-19.347, 10.838, 23.028], [-21.565, 11.456, 21.041], [-21.885, 10.908, 22.699], [-21.588, 8.503, 23.079], [-19.789, 8.607, 22.646], [-20.931, 7.546, 21.810], [-28.564, -0.203, 20.495], [-27.959, 1.012, 20.856], [-28.086, 1.323, 22.236], [-26.929, 0.794, 23.054], [-26.779, -0.599, 22.969], [-25.500, -1.040, 23.335], [-28.290, -0.500, 19.478], [-29.661, -0.121, 20.464], [-28.276, -1.048, 21.125], [-29.088, 1.092, 22.611], [-27.987, 2.412, 22.314], [-27.110, 1.086, 24.105], [-26.027, 1.346, 22.754], [-24.729, -0.837, 22.584], [-25.508, -2.110, 23.541], [-25.167, -0.532, 24.249]]}


2.
{"formula": "C4H12O2", "method": "ωB97M-V/def2-TZVPD", "energy_ha": -310.041580, "lumo_ev": 0.795, "smiles": "C/C=C/C.O.O", "charge": 0, "orbital_gap_ev": 10.06, "relative_energy_kj_mol": 82.30, "homo_ev": -9.3, "symbols": ["C", "C", "C", "C", "H", "H", "H", "H", "H", "H", "H", "H", "H", "H", "O", "H", "H", "O"], "coordinates": [[0.800, 1.053, -0.060], [0.750, -0.266, -0.026], [1.371, -1.158, -1.071], [0.428, 2.061, 0.989], [1.178, 1.511, -0.978], [0.210, -0.859, 0.705], [0.833, -2.089, -1.238], [1.465, -0.711, -2.075], [2.395, -1.379, -0.762], [0.527, 1.620, 1.974], [-0.648, 2.260, 0.918], [0.984, 2.993, 0.926], [-2.072, -1.400, 2.631], [-1.029, -2.307, 3.330], [-1.529, -2.189, 2.513], [-0.449, 0.655, -1.952], [-1.452, 0.330, -3.213], [-1.266, 0.850, -2.421]]}


3.
{"formula": "C4H9N4", "method": "ωB97M-V/def2-TZVPD", "energy_ha": -376.407927, "lumo_ev": -4.283, "smiles": "C=N[N+](=C)/C(C)=N\\N", "charge": 1, "orbital_gap_ev": 9.54, "relative_energy_kj_mol": 522.66, "homo_ev": -13.8, "symbols": ["C", "C", "C", "C", "N", "N", "N", "N", "H", "H", "H", "H", "H", "H", "H", "H", "H"], "coordinates": [[-0.035, -0.832, -1.950], [1.129, 0.180, 0.285], [1.482, 1.379, -0.439], [-2.215, 0.260, 0.366], [0.352, -1.110, 2.113], [-0.248, -0.366, -0.767], [0.978, -0.142, 1.464], [-1.363, -0.545, -0.134], [0.950, -0.967, -2.528], [-0.981, -1.140, -2.512], [0.696, 2.061, -0.606], [1.988, 1.985, 0.296], [2.114, 1.236, -1.307], [-2.952, -0.270, 0.898], [-2.311, 1.272, 0.123], [-0.343, -1.656, 1.647], [0.761, -1.345, 3.052]]}


4.
{"formula": "C10H13F2MgN2O7", "method": "ωB97M-V/def2-TZVPD", "energy_ha": -1424.678414, "lumo_ev": -4.840, "charge": 1, "orbital_gap_ev": 8.71, "homo_ev": -13.6, "symbols": ["Mg", "O", "H", "C", "C", "O", "C", "O", "O", "F", "H", "H", "H", "C", "C", "O", "C", "O", "O", "F", "H", "H", "H", "C", "C", "N", "H", "H", "H", "C", "C", "N", "H", "H", "H"], "coordinates": [[2.594, 1.180, 0.344], [1.189, 1.212, -0.778], [0.391, 0.850, -1.210], [0.825, -1.713, -4.093], [-0.050, -1.313, -3.005], [0.602, -1.763, -1.875], [1.849, -2.012, -2.228], [2.727, -2.418, -1.434], [2.053, -1.857, -3.476], [-1.274, -1.793, -3.073], [0.762, -0.920, -4.839], [0.649, -2.708, -4.502], [-0.148, -0.238, -2.850], [-1.493, 0.090, 0.406], [-1.937, 1.159, -0.601], [-2.673, 2.081, 0.255], [-3.061, 1.309, 1.377], [-3.826, 1.672, 2.246], [-2.444, 0.109, 1.440], [-2.633, 0.566, -1.598], [-0.555, 0.440, 0.838], [-1.380, -0.875, -0.089], [-1.065, 1.610, -1.073], [-0.148, 3.816, 3.072], [0.813, 2.896, 2.510], [1.564, 2.139, 2.029], [-0.018, 4.790, 2.600], [0.150, 3.977, 4.108], [-1.189, 3.524, 2.934], [1.120, -3.053, 2.336], [1.638, -1.827, 1.669], [1.961, -0.847, 1.144], [1.751, -3.366, 3.167], [1.168, -3.931, 1.692], [0.087, -2.786, 2.557]]}